[1]
Entry from OMol25: 2 unconnected molecules or ions with the total composition C4H12S at a distorted geometry (ωB97M-V/def2-TZVPD).

Structure (XYZ):
```
17
Properties=species:S:1:pos:R:3:forces:R:3:mulliken_charge:R:1
C -0.457 -3.469 1.359 2.3 0.1 1.9 -1.205
C -1.637 -2.629 1.919 -0.8 -4.9 -3.6 -0.050
C -1.276 -1.239 2.032 0.2 1.5 1.4 -1.093
H -0.014 -3.000 0.479 -0.2 -0.3 -0.2 0.336
H -0.552 -4.560 1.276 -0.8 0.4 -0.6 0.333
H 0.403 -3.491 2.133 -1.0 0.6 -0.9 0.280
H -1.925 -3.272 2.745 -0.5 1.0 0.9 0.254
H -2.445 -2.862 1.117 0.8 0.9 1.3 0.194
H -0.798 -0.824 1.173 -0.1 0.0 -1.1 0.349
H -2.160 -0.644 2.265 0.3 0.4 0.3 0.279
H -0.464 -1.160 2.757 -0.4 0.4 0.6 0.323
C 1.790 4.020 -3.102 -2.2 2.3 0.2 -0.725
S 2.769 5.306 -3.926 0.3 -0.2 -0.1 -0.191
H 2.161 3.712 -2.152 0.6 -0.6 0.3 0.294
H 0.754 4.435 -2.909 1.1 -0.3 -0.1 0.256
H 1.591 3.299 -3.845 0.3 -1.3 -0.4 0.257
H 2.262 6.379 -3.321 -0.1 0.1 0.2 0.107
```
Positions in Å, forces in eV/Å.

Properties
* maximum force: 6.1 eV Å⁻¹
* total charge: 0
* relative energy (zero: lowest compared OMol25 entry of this formula, charge and spin): 21.5 kcal per mole
* multiplicity: 1
* E: -557.73614 a.u.



[2]
Entry from OMol25: a molecular structure, C37H33BrInN4O5PS2 (ωB97M-V/def2-TZVPD).

Structure (XYZ):
```
84
Properties=species:S:1:pos:R:3:forces:R:3:mulliken_charge:R:1
In -0.875 0.238 -0.112 -0.2 0.1 0.0 1.656
N 2.757 2.489 -1.490 0.0 0.0 0.0 0.267
P 2.508 0.792 -1.603 -0.2 0.0 -0.3 0.791
C 1.832 0.649 -3.315 0.1 0.0 0.0 0.175
C 2.151 -0.437 -4.130 0.0 0.0 0.0 -0.338
C 1.575 -0.571 -5.383 0.0 0.0 0.0 -0.659
C 0.661 0.373 -5.833 0.0 0.0 0.0 -0.481
C 0.317 1.439 -5.016 0.0 0.0 0.0 -0.536
C 0.896 1.576 -3.762 0.0 0.0 0.0 -0.542
C 4.225 0.246 -1.996 0.0 0.0 0.2 0.072
C 4.577 -1.029 -1.555 0.0 0.0 0.0 0.095
C 5.838 -1.548 -1.822 0.0 0.0 0.0 -0.825
C 6.771 -0.792 -2.515 0.0 0.0 0.0 -0.483
C 6.432 0.484 -2.952 0.0 0.0 0.0 -0.658
C 5.168 0.992 -2.699 0.0 0.0 -0.1 -0.488
C 1.965 3.329 -0.713 0.0 0.0 0.0 0.093
C 2.208 4.710 -0.705 0.0 0.0 0.0 -1.180
C 1.394 5.508 0.072 0.0 0.0 0.0 -0.206
C 0.376 4.928 0.819 0.0 0.0 0.0 -0.998
C 0.215 3.555 0.735 0.0 0.0 0.0 -0.096
N 0.991 2.775 -0.012 0.1 0.0 0.1 0.386
H 3.287 2.967 -2.201 0.0 0.0 0.0 0.224
H 2.844 -1.193 -3.779 0.0 0.0 0.0 0.342
H 1.827 -1.424 -6.002 0.0 0.0 0.0 0.373
H 0.198 0.261 -6.806 0.0 0.0 0.0 0.336
H -0.438 2.149 -5.331 0.0 0.0 0.0 0.373
H 0.558 2.369 -3.106 0.0 0.0 0.0 0.216
H 3.857 -1.601 -0.976 0.0 0.0 0.0 0.504
H 6.092 -2.542 -1.476 0.0 0.0 0.0 0.420
H 7.761 -1.187 -2.709 0.0 0.0 0.0 0.350
H 7.153 1.081 -3.498 0.0 0.0 0.0 0.388
H 4.922 1.975 -3.084 0.0 0.0 0.0 0.207
H 3.014 5.128 -1.296 0.0 0.0 0.0 0.386
H 1.554 6.580 0.095 0.0 0.0 0.0 0.361
H -0.291 5.521 1.429 0.0 0.0 0.0 0.440
H -0.580 3.053 1.275 0.0 0.0 0.0 0.293
C -1.742 -1.318 3.445 0.1 -0.2 0.3 -0.936
C -2.026 -2.391 2.438 0.1 0.1 0.2 0.477
C -2.787 -3.523 2.839 0.0 -0.1 0.0 -0.936
C -3.036 -4.518 1.949 0.0 0.1 0.0 -1.072
C -2.515 -4.433 0.638 0.0 0.0 0.0 1.183
C -2.731 -5.450 -0.319 0.0 0.0 0.0 -0.817
C -2.195 -5.313 -1.568 0.0 0.0 0.0 -0.781
C -1.439 -4.177 -1.897 0.0 0.0 0.0 -0.488
C -1.190 -3.159 -0.995 0.0 -0.1 -0.1 1.149
S -0.198 -1.820 -1.516 0.0 0.0 0.2 -0.381
C -1.754 -3.283 0.320 0.0 0.0 -0.1 -1.530
N -1.553 -2.280 1.219 0.1 0.0 0.0 0.992
H -2.444 -1.382 4.277 0.0 0.0 0.0 0.504
H -1.813 -0.332 2.990 0.2 -0.2 0.2 -0.164
H -0.731 -1.423 3.839 0.1 -0.1 0.0 0.140
H -3.170 -3.566 3.851 0.0 0.0 0.0 0.492
H -3.631 -5.382 2.225 0.0 0.0 0.0 0.354
H -3.324 -6.316 -0.045 0.0 0.0 0.0 0.330
H -2.360 -6.076 -2.320 0.0 0.0 0.0 0.341
H -1.032 -4.075 -2.895 0.0 0.0 0.0 0.478
C 3.931 -0.734 1.914 0.0 0.0 0.1 -1.799
C 2.557 -1.401 1.921 -0.1 0.1 0.0 2.333
C 2.491 -2.479 3.000 0.0 0.1 0.0 -1.871
O 2.362 -2.019 0.664 0.0 0.0 -0.1 -0.681
C 1.516 -0.285 2.235 -0.2 0.2 0.1 -0.334
O 1.582 0.226 3.349 0.0 -0.1 0.0 -0.793
O 0.707 0.050 1.303 0.0 -0.3 -0.1 0.768
H 4.699 -1.474 1.671 0.0 0.0 0.0 0.371
H 4.138 -0.295 2.890 0.0 0.0 0.0 0.440
H 3.961 0.055 1.160 0.0 0.0 0.0 0.229
H 3.296 -3.201 2.840 0.0 0.0 0.0 0.460
H 1.541 -3.011 2.934 0.0 0.0 0.0 0.243
H 2.589 -2.034 3.990 0.0 0.0 0.0 0.315
H 1.528 -1.699 0.278 -0.1 0.0 0.0 -0.078
S -1.853 1.720 -1.617 0.1 0.0 0.1 -0.822
Br -4.889 -2.567 -2.353 0.0 0.0 0.0 -0.187
C -5.244 -1.213 -1.072 0.0 0.0 0.0 -0.472
C -6.510 -0.662 -1.004 0.0 0.0 0.0 -0.178
N -6.830 0.279 -0.119 0.0 0.0 0.0 -0.697
C -5.875 0.677 0.720 0.0 0.0 0.0 -0.489
C -4.572 0.188 0.718 0.0 0.0 0.0 0.371
C -4.249 -0.782 -0.216 0.0 0.0 0.0 0.662
C -3.587 0.721 1.752 -0.2 0.2 -0.1 -0.032
O -4.077 1.257 2.748 0.1 0.0 0.0 -0.814
O -2.345 0.554 1.537 -0.1 0.3 -0.5 -0.682
H -7.289 -0.993 -1.682 0.0 0.0 0.0 0.352
H -6.139 1.430 1.450 0.0 0.0 0.0 0.432
H -3.257 -1.207 -0.268 0.0 0.0 0.0 0.361
```
Positions in Å, forces in eV/Å.

Properties
* maximum force: 0.6 eV Å⁻¹
* total charge: -2
* relative energy (zero: lowest compared OMol25 entry of this formula, charge and spin): 10.2 kcal per mole
* multiplicity: 1
* E: -5927.08471 a.u.



[3]
Entry from OMol25: C4H6F2N2 in the gas phase at a distorted geometry (ωB97M-V/def2-TZVPD).

Structure (XYZ):
```
14
Properties=species:S:1:pos:R:3:forces:R:3:mulliken_charge:R:1
C -0.915 0.662 -2.008 0.4 0.2 -0.5 -0.871
N -0.533 1.610 -0.981 0.1 -0.3 0.9 -0.180
N -0.181 1.199 0.271 1.2 -2.1 -0.9 -0.376
C 0.259 -0.035 0.388 -1.3 1.6 0.4 -0.119
C 0.681 -0.472 1.704 0.5 0.0 0.1 0.261
F 0.686 0.448 2.678 -0.2 0.1 0.1 -0.254
C 1.153 -1.674 2.008 -0.2 -0.2 0.4 -0.221
F 1.206 -2.633 1.060 0.0 0.0 0.1 -0.244
H -0.029 0.176 -2.445 -0.1 0.0 0.3 0.309
H -1.318 1.246 -2.858 -0.3 -0.5 0.6 0.331
H -1.569 -0.145 -1.621 -0.1 0.5 -0.3 0.318
H -1.073 2.442 -0.858 -0.4 0.2 -0.4 0.272
H 0.197 -0.831 -0.351 0.2 0.4 -0.2 0.400
H 1.435 -1.993 3.015 0.0 0.1 -0.5 0.373
```
Positions in Å, forces in eV/Å.

Properties
* maximum force: 2.6 eV Å⁻¹
* total charge: 0
* relative energy (zero: lowest compared OMol25 entry of this formula, charge and spin): 47.4 kcal per mole
* multiplicity: 1
* E: -465.17591 a.u.



[4]
Entry from OMol25: a molecular structure, C3H7ClO at a distorted geometry (ωB97M-V/def2-TZVPD).

Structure (XYZ):
```
12
Properties=species:S:1:pos:R:3:forces:R:3:mulliken_charge:R:1
C 1.219 -1.176 -0.080 0.9 -2.0 1.8 -0.565
C 0.083 1.049 -0.416 0.3 0.8 0.5 -0.191
C -1.197 0.420 0.286 -1.7 4.8 3.4 -0.553
H 1.389 -1.154 1.276 -1.1 0.7 -4.0 0.213
H 0.247 -1.977 -0.342 3.1 2.4 0.8 0.216
H 2.351 -1.668 -0.258 -3.4 1.3 -0.4 0.251
H -0.219 1.780 -1.418 0.9 -2.4 3.0 0.266
H 0.522 1.765 0.481 -0.8 -1.7 -2.4 0.226
H -1.303 0.109 1.435 1.7 0.3 -2.5 0.322
H -1.940 1.390 0.454 2.2 -1.7 -0.6 0.286
O 1.094 0.068 -0.881 -1.0 -0.5 2.2 -0.321
Cl -2.247 -0.606 -0.535 -1.0 -2.0 -1.8 -0.152
```
Positions in Å, forces in eV/Å.

Properties
* maximum force: 6.1 eV Å⁻¹
* total charge: 0
* relative energy (zero: lowest compared OMol25 entry of this formula, charge and spin): 91.3 kcal per mole
* multiplicity: 1
* E: -653.77317 a.u.



[5]
Entry from OMol25: C2H2BrO2P in the gas phase at a distorted geometry (ωB97M-V/def2-TZVPD).

Structure (XYZ):
```
8
Properties=species:S:1:pos:R:3:forces:R:3:mulliken_charge:R:1
C 0.328 -0.122 0.053 0.2 -0.3 0.2 -0.551
C 1.130 -1.194 0.134 1.2 1.4 -3.1 0.263
Br 0.908 -2.853 0.983 0.0 0.5 0.2 -0.081
O 2.235 -1.146 -0.857 -2.9 0.1 2.3 -0.107
P 3.596 -1.960 -1.073 -1.8 -2.3 2.5 0.331
O 4.294 -1.101 -1.946 2.8 2.1 -2.8 -0.412
H -0.510 0.077 0.675 -0.6 -0.8 0.8 0.298
H 0.370 0.729 -0.640 1.1 -0.8 0.0 0.259
```
Positions in Å, forces in eV/Å.

Properties
* maximum force: 4.5 eV Å⁻¹
* total charge: 0
* relative energy (zero: lowest compared OMol25 entry of this formula, charge and spin): 0.0 kcal per mole
* multiplicity: 1
* E: -3143.23644 a.u.



[6]
Entry from OMol25: a molecular structure, C4H6IrO3 at a distorted geometry (ωB97M-V/def2-TZVPD).

Structure (XYZ):
```
14
Properties=species:S:1:pos:R:3:forces:R:3:lowdin_spin:R:1
O 1.178 1.116 0.055 -1.0 -0.3 1.2 0.162
C 1.052 0.147 -0.874 4.7 2.0 -3.4 0.439
O 1.514 0.367 -1.989 -1.9 -1.1 2.1 0.243
C 0.770 0.751 1.435 0.6 0.4 -0.9 0.115
H 1.660 0.993 2.042 -0.3 -0.6 -0.2 0.022
C -0.350 1.688 1.853 -0.9 -0.4 0.3 0.018
H -0.119 2.757 1.681 0.2 -0.6 0.0 0.002
H -1.296 1.471 1.329 0.4 0.0 0.1 0.002
H -0.548 1.554 2.929 0.1 0.1 -0.3 0.002
Ir 0.394 -1.303 1.020 0.3 0.9 1.5 2.570
O -0.684 -0.739 -0.599 -1.4 1.1 1.3 0.622
C -1.289 -1.678 -1.296 -0.4 -0.8 -2.6 0.688
H -0.604 -2.341 -1.858 -0.3 -0.1 0.4 0.058
H -2.084 -1.270 -1.946 -0.1 -0.4 0.5 0.058
```
Positions in Å, forces in eV/Å.

Properties
* maximum force: 6.1 eV Å⁻¹
* total charge: 0
* relative energy (zero: lowest compared OMol25 entry of this formula, charge and spin): 0.0 kcal per mole
* multiplicity: 6
* E: -485.70145 a.u.